# C28H42BCdN9O3

C28H42BCdN9O3 as an isolated structure (the ωB97M-V functional and the def2-TZVPD basis, the Open Molecules 2025 dataset).

Each line ends with the Mulliken charge.
Cartesian coordinates (Å):
Cd 0.0525 -0.0452 0.2083  5.385
C -1.1909 1.0827 -3.1636  -1.117
C -1.4135 2.0286 -2.0323  -0.326
C -1.9256 3.3278 -2.0709  -1.853
C -1.9606 3.7286 -0.7547  -0.209
N -1.5190 2.7234 0.0197  0.523
N -1.1597 1.6834 -0.7734  0.496
B -1.2314 2.6288 1.5591  -0.621
N 0.3084 2.6825 1.7251  0.528
C 1.0258 3.7170 2.1921  -0.230
C 2.3606 3.4413 2.0155  -1.896
C 2.3842 2.1881 1.3984  -0.051
C 3.5853 1.3948 1.0156  -1.360
N 1.1460 1.7404 1.2139  0.439
N -1.8313 1.3085 2.1473  1.534
C -2.8559 1.2265 3.0138  -0.316
C -3.0820 -0.1010 3.3040  -1.400
C -2.1302 -0.7999 2.5578  -0.264
C -1.9133 -2.2713 2.4585  -1.305
N -1.3809 0.0604 1.8775  -0.008
N -1.8818 3.7403 2.3572  0.296
C -2.9607 4.5368 2.1605  -0.248
C -3.2195 5.2049 3.3291  -1.282
C -2.2383 4.7449 4.2288  0.632
C -2.0435 5.1187 5.6611  -1.313
N -1.4522 3.8643 3.6430  -1.170
H -2.1437 0.7741 -3.5984  0.357
H -0.6630 0.1903 -2.8309  -0.090
H -0.6112 1.5538 -3.9566  0.404
H -2.2187 3.8949 -2.9322  0.564
H -2.2384 4.6780 -0.3441  0.775
H 0.5439 4.5609 2.6444  0.635
H 3.1996 4.0468 2.3017  0.559
H 4.2370 1.2555 1.8784  0.416
H 4.1706 1.9165 0.2579  0.420
H 3.2976 0.4176 0.6372  -0.119
H -3.3454 2.1086 3.3810  0.515
H -3.8227 -0.5076 3.9653  0.573
H -2.3407 -2.7713 3.3243  0.468
H -0.8487 -2.4945 2.4173  -0.066
H -2.3872 -2.6782 1.5639  0.140
H -3.5150 4.5445 1.2438  0.561
H -4.0018 5.9152 3.5126  0.495
H -2.5833 6.0327 5.8983  0.372
H -0.9878 5.2709 5.8779  0.334
H -2.4085 4.3308 6.3206  0.256
C 1.8882 1.6000 -2.1906  -1.038
O 1.6699 0.2702 -1.7204  -0.168
C 2.8191 -0.5343 -1.9273  -0.760
C 2.6418 -1.8359 -1.1756  -0.533
O 2.1719 -1.5207 0.1333  -0.204
C 2.4840 -2.4499 1.1685  -0.870
C 2.4626 -1.6810 2.4726  -0.645
O 1.1971 -1.0570 2.5892  0.065
C 1.1273 -0.1840 3.7082  -0.883
H 2.0177 1.5992 -3.2761  0.309
H 2.7792 2.0226 -1.7191  0.291
H 1.0255 2.1971 -1.9172  0.216
H 3.7037 0.0029 -1.5640  0.340
H 2.9582 -0.7403 -2.9977  0.486
H 3.6102 -2.3469 -1.1227  0.537
H 1.9368 -2.4935 -1.6899  -0.051
H 3.4765 -2.8809 0.9986  0.546
H 1.7516 -3.2644 1.1883  0.272
H 3.2608 -0.9272 2.4756  0.193
H 2.6463 -2.3710 3.3092  0.472
H 1.8725 0.6128 3.6211  0.348
H 1.2943 -0.7389 4.6375  0.364
H 0.1352 0.2592 3.7190  -0.039
C -0.1564 -3.7010 -1.0887  -0.741
C -1.3721 -2.8943 -1.3239  0.325
C -2.5437 -3.3656 -2.0127  -1.095
C -3.4880 -2.4123 -1.8287  -1.243
C -2.8820 -1.3771 -1.0343  0.149
C -3.6555 -0.2495 -0.4709  -0.908
N -1.5688 -1.6751 -0.7872  0.594
H -0.4376 -4.6593 -0.6447  0.498
H 0.5182 -3.1867 -0.4105  -0.578
H 0.3563 -3.9333 -2.0250  0.444
H -2.6310 -4.3085 -2.5216  0.543
H -4.5115 -2.4142 -2.1572  0.587
H -4.6922 -0.5609 -0.3478  0.540
H -3.6549 0.6099 -1.1418  0.190
H -3.2587 0.0776 0.4837  0.016

Output
energy above the lowest of the compared OMol25 structures with the same formula, charge and spin = 0.0 kJ/mol
orbital gap (spin up / spin down) = 9.5 / 6.9 eV
spin multiplicity = 2
E_LUMO (spin up / spin down) = -1.7 / -4.3 eV
highest occupied orbital energy (spin up / spin down) = -11.18 / -11.18 eV
molecular weight = 675.93 g mol⁻¹
charge = +1

---

# C28H42BN6ORuS3

C28H42BN6ORuS3 as an isolated structure (the ωB97M-V functional and the def2-TZVPD basis, the Open Molecules 2025 dataset).

Each line ends with the Mulliken charge.
Cartesian coordinates (Å):
Ru -0.0347 -0.0517 0.0168  -0.835
C 4.9976 1.2615 0.0753  -1.875
C 3.9699 1.2503 1.1623  0.274
C 4.2920 1.2433 2.5015  -0.287
C 3.3001 1.1888 3.4976  -0.126
N 1.9947 1.2344 3.1670  -0.537
N 1.6850 1.2556 1.9081  0.323
B 0.1843 1.4823 1.5241  0.995
N -0.8545 1.3123 2.6452  0.890
N -0.9270 2.3557 3.4662  -0.208
C -1.8530 2.3406 4.4084  -0.461
C -2.7168 1.2290 4.5429  -0.243
C -2.6397 0.1528 3.6952  0.353
C -3.5464 -1.0379 3.7873  -2.014
C -1.6565 0.2471 2.6942  0.690
S -1.4197 -1.0425 1.5459  -0.139
C -1.9494 3.5901 5.2689  2.220
C -0.5726 3.8998 5.8730  -1.184
C -2.9752 3.4215 6.3899  -2.256
C -2.3808 4.7397 4.3398  -1.393
N 0.0593 2.8764 0.8577  0.489
N 0.8058 3.8450 1.3746  -0.240
C 0.7000 5.0485 0.8346  -0.452
C -0.2058 5.2750 -0.2303  -0.042
C -0.9575 4.2587 -0.7712  0.200
C -1.8978 4.4383 -1.9240  -1.911
C -0.7555 3.0005 -0.1836  0.594
S -1.5173 1.5217 -0.7350  -0.153
C 1.6136 6.1178 1.4151  2.129
C 1.2551 6.3074 2.8964  -1.446
C 1.4617 7.4445 0.6713  -2.246
C 3.0650 5.6245 1.2983  -1.489
C 2.5841 1.2155 0.8857  1.037
S 1.9362 1.1395 -0.7064  -0.004
C 3.6568 1.0932 4.9575  1.895
C 2.4090 1.1093 5.8379  -1.899
C 4.4279 -0.2304 5.1533  -1.671
C 4.5652 2.2851 5.3220  -1.517
H 6.0001 1.2684 0.4953  0.425
H 4.8857 2.1466 -0.5557  0.423
H 4.9005 0.3842 -0.5659  0.436
H 5.3323 1.2550 2.7991  0.556
H -3.4549 1.2252 5.3328  0.655
H -4.1823 -0.9710 4.6665  0.389
H -2.9760 -1.9671 3.8481  0.468
H -4.1893 -1.1010 2.9064  0.434
H -0.2657 3.1150 6.5672  0.385
H -0.6292 4.8351 6.4291  0.529
H 0.1884 4.0038 5.1003  -0.081
H -2.7341 2.5841 7.0487  0.504
H -3.9922 3.2982 6.0126  0.453
H -2.9715 4.3235 7.0007  0.398
H -1.6639 4.8762 3.5269  0.071
H -2.4318 5.6660 4.9119  0.453
H -3.3688 4.5558 3.9120  0.389
H -0.2856 6.2678 -0.6520  0.672
H -1.9352 5.4789 -2.2362  0.385
H -2.9089 4.1241 -1.6566  0.426
H -1.5827 3.8337 -2.7773  0.441
H 0.2316 6.6685 3.0131  0.358
H 1.9226 7.0499 3.3337  0.490
H 1.3649 5.3755 3.4507  0.131
H 0.4510 7.8503 0.7516  0.469
H 1.7310 7.3643 -0.3842  0.495
H 2.1353 8.1739 1.1195  0.400
H 3.2070 4.6861 1.8387  0.150
H 3.7341 6.3687 1.7293  0.466
H 3.3532 5.4827 0.2536  0.387
H 1.7357 0.2828 5.6047  0.316
H 1.8577 2.0448 5.7325  0.345
H 2.7169 1.0109 6.8781  0.509
H 3.8109 -1.0938 4.8974  0.384
H 4.7052 -0.3131 6.2041  0.464
H 5.3480 -0.2708 4.5680  0.388
H 4.0700 3.2394 5.1329  0.318
H 5.5168 2.2718 4.7890  0.395
H 4.7936 2.2309 6.3860  0.471
C 1.0722 -3.0084 -0.1437  -0.716
O 1.0450 -1.5859 0.0124  -0.386
H 1.7382 -3.4335 0.6014  0.294
H 1.4284 -3.2474 -1.1458  0.321
H 0.0624 -3.4064 -0.0346  0.278

Output
orbital gap (spin up / spin down) = 7.9 / 4.8 eV
spin multiplicity = 5
E_LUMO (spin up / spin down) = -9.8 / -12.8 eV
highest occupied orbital energy (spin up / spin down) = -17.68 / -17.61 eV
molecular weight = 686.77 g mol⁻¹
charge = +3

---

# C28H42Be2Cl2F3N3O5S

C28H42Be2Cl2F3N3O5S as an isolated structure at a distorted geometry (the ωB97M-V functional and the def2-TZVPD basis, the Open Molecules 2025 dataset).

Each line ends with the Mulliken charge.
Cartesian coordinates (Å):
C -6.2504 -2.8518 0.3050  -1.400
C -5.0548 -1.9197 0.4080  1.249
C -4.2155 -1.8265 -0.7041  -0.750
C -3.0939 -1.0283 -0.6270  -0.819
C -2.7629 -0.3041 0.5186  0.114
C -1.4743 0.4948 0.4216  0.626
C -0.9118 0.9317 1.7279  -0.356
C 0.3476 1.7496 1.4289  -0.619
C 1.4934 1.5903 2.4815  -0.633
C 2.8184 1.0601 1.8391  0.269
O 2.8824 -0.0592 1.4387  -0.488
N 3.8703 2.0189 1.7414  -0.343
C 5.1127 1.5805 2.3024  0.156
C 6.0906 1.0750 1.4366  -0.208
C 7.3340 0.6642 1.8974  -0.378
C 7.6758 0.7528 3.2532  0.357
C 6.6897 1.2392 4.1155  -0.967
C 5.4371 1.6508 3.6535  -0.418
C -3.6034 -0.3776 1.6275  -0.736
C -4.7418 -1.1949 1.5638  -0.565
H -6.3246 -3.5001 1.1613  0.225
H -6.0556 -3.4985 -0.5631  0.331
H -7.1801 -2.2849 0.1637  0.364
H -4.4543 -2.4140 -1.5901  0.314
H -2.4183 -0.9859 -1.4851  0.357
H -1.5873 1.3190 -0.3095  -0.101
H -0.7240 -0.2004 -0.0047  0.531
H -0.5671 0.0443 2.3746  0.351
H 0.6855 1.5882 0.4005  0.435
H 0.0077 2.8048 1.5167  0.365
H 1.1488 0.8842 3.2447  0.485
H 1.6984 2.5675 2.9376  0.466
H 3.5473 2.8757 2.1758  0.382
H 5.8710 1.0063 0.3740  0.404
H 8.0808 0.2633 1.2149  0.364
H 8.6506 0.4628 3.6370  -0.043
H 6.9534 1.2830 5.1718  0.321
H 4.7169 2.0420 4.3717  0.406
H -3.3875 0.1856 2.5352  0.414
H -5.3861 -1.2805 2.4382  0.462
C -2.8174 2.8715 -3.4189  -0.725
C -1.7421 3.5761 -2.7191  0.151
O -1.1955 3.2698 -1.7046  -0.541
N -1.2651 4.8684 -3.3242  -0.053
C -0.2118 4.6191 -4.3674  -0.787
H -2.5886 1.8078 -3.4884  0.272
H -3.7579 3.0302 -2.8682  0.319
H -2.9305 3.2700 -4.4255  0.375
H -2.0627 5.3699 -3.7316  0.451
H -0.8521 5.3784 -2.5424  0.413
H -0.1230 5.5142 -4.9761  0.377
H -0.5185 3.7779 -4.9844  0.343
H 0.7239 4.4069 -3.8599  0.301
F -4.6931 -4.3163 1.5405  0.147
C -6.5326 -4.5805 4.9137  -0.835
C -6.6519 -3.1765 4.5201  0.405
N -6.7415 -2.0775 4.2130  -0.422
H -5.5179 -4.9293 4.7280  0.213
H -6.7574 -4.6882 5.9730  0.339
H -7.2315 -5.1860 4.3386  0.254
C 11.6273 1.4469 4.9762  -0.269
Cl 11.0154 0.0878 4.0226  -0.159
Cl 10.7250 2.9275 4.6402  -0.129
H 11.5271 1.2064 6.0285  0.264
H 12.6703 1.6053 4.7271  0.296
Be 7.0822 3.7293 3.3259  -0.095
C 0.3493 -3.0080 -3.3213  -0.450
C -0.4028 -3.7829 -4.4044  -0.472
C -1.4966 -2.8650 -4.9485  -0.639
S -0.9074 -1.1895 -4.7211  1.039
O -1.7707 -0.5312 -3.7642  -0.554
O -0.6125 -0.5955 -6.0058  -0.770
C 0.6260 -1.6199 -3.9076  -0.696
H 1.2695 -3.5109 -3.0303  0.409
H -0.2803 -2.9159 -2.4332  0.129
H 0.2902 -4.0497 -5.2075  0.294
H -0.8380 -4.7114 -4.0106  0.225
H -1.6866 -3.0373 -6.0053  0.375
H -2.4211 -2.9710 -4.3823  0.293
H 0.8693 -0.8738 -3.1525  0.383
H 1.4073 -1.6530 -4.6668  0.373
F 0.6703 -1.3269 2.3339  -0.694
O -5.3132 4.3058 -3.8472  -0.911
H -5.6043 3.7028 -4.5404  0.195
Be -4.6137 -5.6767 1.1497  0.363
F -1.4574 -6.1252 -2.8170  -0.723

Output
orbital gap = 1.2 eV
spin multiplicity = 1
E_LUMO = -5.3 eV
highest occupied orbital energy = -6.52 eV
molecular weight = 678.65 g mol⁻¹
charge = 0